Here is C66H69As2CrN2O2SiTe as an isolated structure from OMol25. Energies are from wB97M-V/def2-TZVPD.

Summary:
max |F|	0.62	eV/A
molar mass	1279.82	g/mol
energy	-241907.747	eV
frontier orbital gap (alpha / beta)	6.996 / 6.815	eV
⟨S²⟩	8.780
2S+1	6
highest occupied orbital energy (alpha / beta)	-6.5 / -7.3	eV

Element x y z (Å)
Cr (-0.963475, 0.182450, -0.626190)
C (0.668943, -3.124418, -2.908213)
C (1.791772, -2.539415, -2.064786)
As (1.308392, -1.125927, -0.750421)
C (1.731783, -2.047596, 0.903846)
C (2.913070, -2.758667, 1.100008)
C (3.137581, -3.420712, 2.297302)
C (2.181783, -3.385824, 3.305511)
C (0.998968, -2.686953, 3.114759)
C (0.781847, -2.016617, 1.918160)
C (2.888673, -0.039371, -1.072441)
C (2.954634, 0.618468, -2.298520)
C (4.053696, 1.400087, -2.613120)
C (5.099830, 1.522364, -1.707694)
C (5.033769, 0.878746, -0.482517)
C (3.926469, 0.103242, -0.160334)
As (-0.651737, -4.048733, -1.770846)
C (0.516267, -5.529990, -1.268069)
C (1.051211, -6.430949, -2.187090)
C (1.917657, -7.428802, -1.769040)
C (2.264829, -7.533225, -0.427266)
C (1.744810, -6.637544, 0.493117)
C (0.870922, -5.641486, 0.073311)
C (-1.690094, -4.879299, -3.196264)
C (-2.140640, -4.090272, -4.251771)
C (-2.957862, -4.626841, -5.235864)
C (-3.348579, -5.956248, -5.167206)
C (-2.919723, -6.744732, -4.109275)
C (-2.096609, -6.208966, -3.128351)
H (1.081527, -3.859310, -3.603365)
H (0.159067, -2.355963, -3.493679)
H (2.556691, -2.082372, -2.694284)
H (2.265631, -3.335477, -1.486514)
H (3.659296, -2.808065, 0.315292)
H (4.058980, -3.970007, 2.442406)
H (2.363542, -3.900246, 4.240375)
H (0.244748, -2.658166, 3.891279)
H (-0.140930, -1.465439, 1.776335)
H (2.141539, 0.535517, -3.011192)
H (4.083194, 1.926368, -3.558130)
H (5.958098, 2.135141, -1.951121)
H (5.831163, 0.994661, 0.240382)
H (3.869384, -0.359872, 0.817424)
H (0.786189, -6.355063, -3.235727)
H (2.323224, -8.127421, -2.489787)
H (2.942611, -8.312270, -0.103108)
H (2.015966, -6.710433, 1.538612)
H (0.474977, -4.937294, 0.797867)
H (-1.866678, -3.042757, -4.308814)
H (-3.299260, -4.001268, -6.050427)
H (-3.990430, -6.374374, -5.931517)
H (-3.224703, -7.781689, -4.046476)
H (-1.764163, -6.836671, -2.309502)
C (-3.457496, 3.455168, -2.693934)
Si (-3.372737, 2.683858, -0.971721)
C (-2.397105, 3.824906, 0.127972)
C (-5.117811, 2.625101, -0.258943)
N (-2.750426, 1.059974, -0.953176)
C (-3.480805, 0.051775, -1.549100)
C (-4.444291, 0.187005, -2.570507)
C (-5.154051, -0.901956, -3.047922)
C (-4.945921, -2.183361, -2.549491)
C (-3.990346, -2.363564, -1.560801)
C (-3.288895, -1.268764, -1.108430)
O (-2.308521, -1.429006, -0.090445)
C (-2.843296, -1.741615, 1.166478)
C (-3.716829, -0.855724, 1.774975)
C (-4.214210, -1.172982, 3.029180)
C (-3.835188, -2.353893, 3.657865)
C (-2.963168, -3.227917, 3.025502)
C (-2.462958, -2.927508, 1.763969)
H (-4.493083, 3.676206, -2.964672)
H (-3.036055, 2.808020, -3.465992)
H (-2.900140, 4.393702, -2.722811)
H (-2.864005, 4.813220, 0.082313)
H (-1.353097, 3.933940, -0.168566)
H (-2.423721, 3.495940, 1.168262)
H (-5.649581, 3.557036, -0.466098)
H (-5.080051, 2.502505, 0.826761)
H (-5.711326, 1.806954, -0.670988)
H (-4.636591, 1.167884, -2.982804)
H (-5.890871, -0.744243, -3.825757)
H (-5.506789, -3.026613, -2.926668)
H (-3.792498, -3.338925, -1.133416)
H (-3.987136, 0.060099, 1.263309)
H (-4.896943, -0.491425, 3.519750)
H (-4.227130, -2.594691, 4.637085)
H (-2.672938, -4.152644, 3.507411)
H (-1.790014, -3.594346, 1.240990)
C (7.195532, 3.367489, 3.846387)
C (5.835607, 3.146802, 3.240593)
C (4.918902, 2.285115, 3.826594)
C (3.658314, 2.070833, 3.276034)
C (2.720389, 1.118036, 3.972825)
C (3.307812, 2.757760, 2.108063)
Te (1.442317, 2.075627, 1.114509)
N (0.102037, 1.829844, -0.713589)
C (0.389699, 2.744469, -1.634117)
O (1.089116, 3.758276, -1.473147)
C (-0.245434, 2.567301, -3.009397)
C (-0.703078, 1.349950, -3.505086)
C (-1.297749, 1.259936, -4.754772)
C (-1.441409, 2.399698, -5.532935)
C (-0.973201, 3.617222, -5.058118)
C (-0.374902, 3.697546, -3.810019)
C (0.124749, 3.024317, 2.475021)
C (-0.734720, 2.219565, 3.230407)
C (-0.881475, 0.739692, 2.995036)
C (-1.480261, 2.802931, 4.249177)
C (-1.397664, 4.159617, 4.528433)
C (-2.194059, 4.775914, 5.645447)
C (-0.572329, 4.941335, 3.733195)
C (0.183574, 4.403052, 2.697051)
C (0.994258, 5.332313, 1.841032)
C (4.217110, 3.617061, 1.484026)
C (3.929218, 4.372943, 0.212860)
C (5.466017, 3.800929, 2.075300)
H (7.314824, 2.795829, 4.765844)
H (7.351617, 4.421419, 4.081280)
H (7.986437, 3.067516, 3.156862)
H (5.189551, 1.760038, 4.736804)
H (3.177051, 0.736982, 4.885748)
H (2.469140, 0.264587, 3.336575)
H (1.782447, 1.611046, 4.239025)
H (-0.584999, 0.440047, -2.921136)
H (-1.650744, 0.302646, -5.118246)
H (-1.914354, 2.337948, -6.504577)
H (-1.081032, 4.509213, -5.661734)
H (0.002676, 4.635360, -3.426181)
H (-1.022346, 0.520489, 1.931261)
H (-1.751380, 0.350561, 3.522640)
H (0.002160, 0.193167, 3.334835)
H (-2.148518, 2.178488, 4.832434)
H (-2.746933, 4.019093, 6.200344)
H (-2.910197, 5.503615, 5.260218)
H (-1.540305, 5.300037, 6.344142)
H (-0.522617, 6.011036, 3.909348)
H (0.521964, 6.314283, 1.809273)
H (1.081516, 4.959005, 0.819936)
H (2.001488, 5.452485, 2.245006)
H (3.108795, 3.950586, -0.364507)
H (4.818032, 4.391380, -0.418750)
H (3.672910, 5.409947, 0.438540)
H (6.172562, 4.473143, 1.597537)

Cartesian forces (eV/Å) of the 6 atoms listed first:
-0.507 0.275 0.200
0.011 0.046 0.054
-0.052 0.037 -0.017
0.363 -0.439 -0.062
-0.076 0.011 0.044
-0.032 -0.074 -0.052